Density functional theory data (ωB97M-V with the def2-TZVPD basis set) for C4H9NO2 in the gas phase.

The geometry in XYZ format:
```
16
Properties=species:S:1:pos:R:3
C -0.375 1.129 -0.232
C 0.857 1.885 -0.695
O 0.972 1.756 -2.124
C -0.122 -0.413 -0.183
N -0.524 -0.879 1.029
C -0.562 -2.343 1.152
O 0.508 -1.002 -1.031
H -1.276 1.398 -0.802
H -0.645 1.502 0.754
H 0.778 2.962 -0.608
H 1.717 1.463 -0.148
H 1.424 0.935 -2.351
H -1.142 -0.313 1.578
H -1.233 -2.799 0.430
H -0.849 -2.575 2.174
H 0.471 -2.706 1.056
```

Output
Molar mass in u: 103.1
Electronic energy in eV: -9878.93326
ΔE to the lowest compared entry with this formula, charge and spin in kJ/mol: 108.8
HOMO in hartree: -0.3573
Charge: 0
E_LUMO in eV: 0.78

These are the Mulliken partial charges, in e, on atoms 1 to 4:
1. C -0.416
2. C -0.586
3. O -0.536
4. C 0.477